No. 1
Below is a molecular structure, C3H2N2O2 in a non-equilibrium geometry, with properties calculated with wB97M-V/def2-TZVPD.

Structure (XYZ):
```
9
Properties=species:S:1:pos:R:3:forces:R:3
O 0.367518 2.119793 1.309148 0.1 -0.5 -0.6
C 0.780474 1.487674 0.366961 0.1 0.1 0.0
C 0.266255 0.196839 -0.132562 -0.4 0.2 0.6
N 0.591506 -0.574905 -1.093601 -0.2 0.0 0.1
C -0.480225 -1.473979 -0.677469 -0.1 -0.5 -0.3
N -0.883707 -0.732581 0.347733 1.9 2.6 0.0
O -1.562651 -0.430607 1.325043 -1.1 -1.7 -0.3
H 1.626656 1.803473 -0.265069 0.1 0.2 0.0
H -0.705825 -2.395708 -1.180184 -0.6 -0.3 0.4
```
Forces are in eV/Å.

Calculated values
- energy above the lowest of the compared OMol25 structures with the same formula, charge and spin (eV) = 5.837
- HOMO-LUMO gap (spin up / spin down) (eV) = 7.8 / 7.8
- DFT total energy (Ha) = -375.2970
- maximum force (eV Å⁻¹) = 3.2


No. 2
Below is 2 unconnected molecules or ions with the total composition C28H31BF6O4S in a non-equilibrium geometry, with properties calculated with wB97M-V/def2-TZVPD.

Structure (XYZ):
```
71
Properties=species:S:1:pos:R:3:forces:R:3
C -4.256805 4.041901 0.674626 0.5 -0.1 -0.8
O -3.726643 3.668326 -0.617774 -0.4 0.7 0.4
C -2.518293 3.059033 -0.676331 0.2 -0.6 0.3
C -2.156182 2.483354 -1.927198 -0.4 0.8 0.3
C -1.256469 1.469939 -1.948392 1.0 0.5 -0.1
C -0.743632 0.939227 -0.647475 -1.2 -0.2 -0.4
C 0.505604 0.055884 -0.710027 -4.0 0.4 1.6
O 1.516728 0.570323 -1.341814 2.1 1.1 -2.2
C 1.826504 1.985362 -1.366826 -0.1 -0.9 0.4
C -0.690043 1.963858 0.421351 0.8 1.0 0.0
C -1.634206 2.953608 0.431516 -0.8 0.0 0.1
H -5.255936 4.407979 0.446499 0.1 0.0 0.2
H -4.309947 3.176584 1.350988 0.1 0.1 -0.2
H -3.650263 4.836610 1.127220 -0.2 -0.1 0.0
H -2.664516 2.854405 -2.820300 0.1 -0.3 0.2
H -0.916406 0.992668 -2.866041 -0.3 0.0 0.1
H 0.312090 -1.014034 -0.856094 0.4 0.4 0.0
H 2.018549 2.352347 -0.349465 0.0 0.0 -0.3
H 2.727736 2.049193 -1.977330 -0.1 0.1 0.2
H 1.010957 2.543653 -1.835081 -0.1 0.0 0.1
H 0.078812 1.867007 1.189535 -0.4 0.1 -0.2
H -1.731528 3.653342 1.268281 0.0 -0.4 -0.2
C 1.395425 -4.702187 -2.024437 -0.2 -0.2 -0.4
C 1.743748 -3.569232 -1.139832 -0.1 0.4 1.5
C 1.398377 -3.424141 0.199722 0.3 -0.1 -0.8
C 1.895911 -2.229933 0.780600 0.3 0.5 -1.2
C 2.552203 -1.421246 -0.148266 1.1 -2.7 1.3
B -2.173319 0.224500 -0.164890 2.8 -1.7 0.0
C 3.487334 -0.377009 0.213451 0.0 0.8 0.2
C 4.444593 0.066664 -0.709621 0.0 0.1 0.3
C 5.239785 1.154822 -0.406456 0.2 0.0 0.1
C 6.225360 1.660880 -1.420008 0.5 0.4 -0.5
F 7.400507 2.060304 -0.841257 -1.0 -0.3 -0.6
F 6.535009 0.725953 -2.365332 -0.2 0.8 0.7
F 5.715325 2.752426 -2.089564 0.6 -0.9 0.5
C 5.108813 1.842317 0.800731 -0.1 -0.1 -0.2
C 4.165812 1.393482 1.711729 0.1 -0.1 0.1
C 3.913069 2.155368 2.981440 -0.3 0.4 0.7
F 2.610556 2.607817 3.017482 1.2 -0.4 0.1
F 4.086371 1.376439 4.094879 -0.2 0.7 -0.9
F 4.717637 3.246363 3.116453 -0.7 -0.9 0.0
C 3.392726 0.263949 1.461237 0.0 0.0 -0.5
O -2.967991 -0.446089 -1.058647 0.0 0.1 0.6
C -3.363185 -1.652853 -0.357728 -0.1 0.0 0.2
C -4.740128 -2.014967 -0.861004 -0.4 -0.2 0.2
C -2.373497 -2.755765 -0.745894 0.1 0.0 0.0
C -3.256457 -1.222912 1.169591 -0.4 0.2 -0.1
C -4.539966 -0.587765 1.697674 -0.2 0.0 0.0
C -2.791176 -2.286712 2.140616 0.1 -0.4 0.0
O -2.246567 -0.187240 1.147654 -0.6 -0.1 -0.8
S 2.681688 -2.234697 -1.691026 -0.5 0.0 0.8
H 1.202494 -5.595235 -1.423329 0.0 0.1 -0.1
H 0.494108 -4.472794 -2.607657 0.2 -0.1 0.0
H 2.215479 -4.910080 -2.718129 -0.2 -0.1 0.0
H 0.844509 -4.190722 0.738344 0.1 0.2 -0.1
H 1.764643 -1.939571 1.819123 0.0 -0.2 -0.2
H 4.563917 -0.435860 -1.667945 -0.1 0.2 0.2
H 5.728389 2.703056 1.013421 -0.1 0.0 0.0
H 2.689531 -0.093834 2.212269 0.1 0.2 -0.3
H -5.098486 -2.918480 -0.353470 -0.1 0.1 -0.1
H -5.452898 -1.200000 -0.699914 0.1 -0.2 0.0
H -4.688306 -2.227411 -1.933755 0.0 0.1 0.2
H -2.679583 -3.724731 -0.325882 0.1 0.3 0.0
H -2.359410 -2.854013 -1.841396 0.0 0.1 0.3
H -1.350981 -2.524553 -0.414354 -0.3 -0.1 0.0
H -5.321971 -1.348687 1.811146 0.1 0.2 -0.1
H -4.345224 -0.153990 2.686176 0.0 -0.1 -0.2
H -4.906500 0.211676 1.038050 0.1 -0.2 0.1
H -3.509926 -3.114423 2.167737 0.1 0.1 0.0
H -1.805515 -2.682974 1.873436 -0.2 0.1 0.0
H -2.728343 -1.856480 3.146965 0.0 -0.1 -0.2
```
Forces are in eV/Å.

Calculated values
- energy above the lowest of the compared OMol25 structures with the same formula, charge and spin (eV) = 2.126
- HOMO-LUMO gap (eV) = 4.3
- DFT total energy (Ha) = -2408.6585
- maximum force (eV Å⁻¹) = 4.3


Q: Among the records above, which one has the highest DFT total energy?
A: C3H2N2O2